[1]
C5H8N4S2 | wB97M-V/def2-TZVPD

```
19
Properties=species:S:1:pos:R:3:lowdin_charge:R:1
S -2.4582 2.8672 0.7368 0.7003
H -2.4615 3.2123 2.1034 -0.0909
H -2.1396 1.5646 -1.3975 0.0535
C -1.2284 1.5764 1.0045 -1.1587
C 0.6795 -2.4422 1.0481 -0.1373
C 0.3298 -0.4584 0.2744 -0.0786
N 1.4980 -2.2668 0.0295 0.1003
C 1.2775 -1.0494 -0.5001 -0.3428
H 2.1967 0.6255 -1.5816 0.1101
N -1.3928 0.8936 -1.2719 0.0732
S -0.8098 1.1952 2.6243 0.5253
N -0.0615 -1.2822 1.2558 0.0274
H 1.2886 -0.4925 -2.5775 0.0704
C 1.9646 -0.4975 -1.7083 -0.0335
H 0.5976 -3.2140 1.7022 0.0860
H -0.5732 -1.0249 2.2282 0.1156
N -0.8081 0.9695 -0.0392 -0.1541
H 2.8290 -1.0496 -1.9145 0.0513
H -0.7283 0.8734 -2.0168 0.0825
```

Summary:
**Energy relative to the best compared isomer or geometry (same formula, charge and spin)**: 1.572 eV
**Gap between HOMO and LUMO**: 8.84 eV
**HOMO energy**: -0.308 Eh
**Total energy**: -32942.1100 eV



[2]
C3H11NS2 | wB97M-V/def2-TZVPD

```
17
Properties=species:S:1:pos:R:3:lowdin_charge:R:1
H -0.7630 -2.5571 2.3418 0.0660
C -1.5973 -1.9237 2.0448 -0.1060
H -1.4983 -0.9414 2.5074 0.0624
H 0.5896 -1.4131 0.5442 0.0624
H -0.2462 -0.1136 0.8409 0.0410
H 1.6086 2.0202 0.3301 0.0186
H -2.5106 -2.4186 2.3629 0.0629
H -1.3660 -2.6479 0.0510 0.0967
H -2.2387 -1.1289 0.0004 0.0966
C -1.4580 -1.6684 0.5288 -0.3261
H 0.6742 1.3756 -1.0928 0.0040
H 2.4793 1.2354 -1.0810 0.0167
C 1.6091 1.7706 -0.7268 -0.4837
S 2.2258 2.9444 -3.4376 0.2844
H 0.9905 2.9118 -3.9630 -0.2075
N -0.2242 -0.9028 0.2172 -0.0270
S 1.7252 3.4575 -1.4683 0.3387
```

Summary:
**Energy relative to the best compared isomer or geometry (same formula, charge and spin)**: 0.367 eV
**Gap between HOMO and LUMO**: 9.59 eV
**HOMO energy**: -0.331 Eh
**Total energy**: -26449.5936 eV
**SMILES**: CCN.CSS



[3]
C25H14ClFeN3OS4 | wB97M-V/def2-TZVPD

```
49
Properties=species:S:1:pos:R:3:lowdin_charge:R:1
S -2.9115 2.6761 0.9492 -0.0307
H -4.4866 -1.3836 -1.2337 0.0971
C 1.2042 3.7162 1.2311 -0.0195
C 4.3838 5.5073 1.9066 -0.2138
H 1.6735 -2.0871 0.2648 0.1338
C 3.4387 4.6067 1.3342 -0.2614
C 2.6580 -1.6556 -2.1492 -0.0766
H -0.4685 -3.1108 4.2930 0.1016
C 0.3384 -1.1060 -2.7652 -0.3392
C 1.5828 2.8492 0.1902 -0.2405
C -4.9175 -2.3132 0.6833 -0.0408
H 0.1824 3.6918 1.5824 0.0992
S -4.0134 2.4046 -1.1507 0.0025
H 1.8233 5.2374 2.6036 0.1121
C -4.0900 -1.7537 -0.2973 -0.1107
C 0.9498 -1.6266 -0.4090 -0.0305
C -0.2065 1.1638 -0.7803 -0.1531
H 3.4012 -1.8821 -1.3938 0.1085
H 4.8504 3.7689 -0.0461 0.1110
C 3.0195 -1.6116 -3.4688 -0.6898
H 3.2052 2.2108 -1.0571 0.1118
H 2.3859 -1.2857 -5.4986 0.0989
H -5.9798 -2.3871 0.4951 0.1033
S -3.0264 0.9663 -2.0239 0.2315
C 2.1187 4.5789 1.7966 -0.0373
S -2.1032 0.9296 1.2108 0.1471
N 5.1487 6.2364 2.3660 0.1231
C -2.9914 -2.6205 2.0811 -0.1596
C -0.8225 -1.9216 1.1481 -0.2177
C -4.3809 -2.7290 1.8735 -0.0091
C 0.6327 1.9423 -0.3481 -0.1139
C -0.2003 -2.3319 2.3123 -0.0039
C 2.0783 -1.3228 -4.4620 -0.1099
H -5.0098 -3.1253 2.6616 0.1140
C -2.2355 -2.0530 1.0306 -0.2070
O -0.8903 -0.8813 -2.5022 -0.1525
H -2.9001 -3.3832 4.0975 0.1073
C 3.8257 3.7474 0.3024 -0.0438
H 0.0357 -0.8427 -4.8695 0.1146
C -0.9640 -2.8393 3.3691 -0.0791
Cl 4.6723 -1.9418 -3.9232 0.6035
N -0.2529 -1.3999 0.0009 0.0079
C 0.7720 -1.0825 -4.1141 0.0002
N -2.7906 -1.6047 -0.1333 0.0093
H 0.8704 -2.2139 2.4152 0.1096
C -2.3247 -2.9948 3.2661 -0.0396
C 1.3275 -1.4165 -1.7624 -0.1331
Fe -1.5238 -0.2065 -0.8169 -0.1044
C 2.9115 2.8806 -0.2600 -0.0304
```

Summary:
**Energy relative to the best compared isomer or geometry (same formula, charge and spin)**: 1.398 eV
**Gap between HOMO and LUMO (alpha / beta)**: 5.58 / 5.31 eV
**HOMO energy (alpha / beta)**: -0.145 / -0.142 Eh
**Total energy**: -122921.7079 eV
**Expectation value of S²**: 0.76
**Total charge**: -1
**2S+1**: 2



[4]
C28H48BO56S12 | wB97M-V/def2-TZVPD

```
145
Properties=species:S:1:pos:R:3:lowdin_charge:R:1
O -10.7961 -24.1022 -11.4867 -0.2348
H -14.9306 -18.1939 -5.2846 0.1359
C -15.1888 -9.6569 -11.9716 -0.1364
H -16.7388 -9.9808 -16.2471 0.1313
O -9.2631 -9.3448 -10.9614 -0.1923
O -15.5658 -12.5539 -13.0766 0.1365
H -10.4354 -20.0277 -10.1144 0.1113
C -9.8188 -14.8039 -11.1614 -0.2061
O -10.4537 -12.2217 -18.3230 -0.1827
C -14.5795 -9.6677 -10.5453 -0.1503
S -10.1635 -8.0145 -10.8567 0.6230
S -8.7513 -16.9348 -10.3921 0.7058
O -11.1332 -19.2364 -6.8703 -0.2452
C -11.2093 -9.8000 -12.2430 -0.1765
H -11.1102 -10.0205 -13.3053 0.1184
C -13.6873 -17.5907 -11.6985 -0.3378
O -12.9949 -15.2501 -4.4214 -0.2204
O -15.0285 -8.4398 -10.0560 -0.1864
C -9.3420 -15.4977 -12.4230 -0.1326
O -11.3233 -24.1433 -9.0713 -0.2438
H -19.4943 -11.4326 -10.7074 0.1352
S -13.6203 -8.7566 -16.4684 0.6628
H -15.2833 -22.5990 -11.3278 0.1377
O -13.5804 -6.7048 -11.2337 -0.2215
H -11.9644 -21.0569 -11.8462 0.1380
O -12.7760 -14.5601 -12.6048 0.2138
O -14.7834 -21.9355 -13.2284 -0.1763
O -8.6039 -16.6542 -11.9914 -0.1866
C -16.1970 -16.7752 -15.2514 -0.1369
C -18.8558 -11.1775 -12.7030 -0.1874
C -10.2609 -11.4256 -17.1553 -0.1688
H -18.0080 -16.7052 -16.5647 0.1314
O -13.5046 -20.0677 -6.8565 -0.1801
H -9.6632 -13.7260 -11.2307 0.1243
S -17.7877 -15.0183 -14.3384 0.6594
H -14.9038 -17.1581 -6.7708 0.1388
O -11.5222 -13.3428 -5.0657 -0.2255
O -16.2627 -15.4444 -14.7037 -0.1995
H -9.5366 -11.2756 -11.8367 0.1169
C -13.2349 -13.3734 -12.8913 -0.3768
O -11.5461 -17.2522 -14.8772 -0.2251
S -12.0053 -14.6792 -5.2701 0.6403
H -12.1674 -10.2103 -11.9350 0.0847
C -12.1674 -21.1407 -10.7805 -0.1397
O -18.2590 -14.1344 -15.3778 -0.2425
O -15.1826 -8.2681 -12.3283 -0.1985
O -10.2511 -22.1370 -10.0895 -0.1941
H -17.7618 -18.1942 -15.6716 0.1375
H -15.5214 -19.8058 -6.8790 0.1334
C -14.8216 -10.9302 -15.9306 -0.1626
O -13.0673 -17.7771 -6.1032 -0.2050
H -14.8175 -11.9169 -16.3911 0.1287
H -17.3820 -21.3122 -11.9329 0.1268
H -13.0112 -20.5000 -10.5336 0.0919
O -9.9883 -17.6467 -10.1837 -0.2363
O -13.4233 -17.3219 -9.2474 0.1511
C -10.6753 -12.3319 -16.0542 -0.1822
H -9.2267 -11.0906 -17.1970 0.1439
H -15.5270 -16.9654 -16.0901 0.1333
H -13.4885 -9.6004 -10.6045 0.1037
O -17.9754 -14.6329 -12.9690 -0.2185
C -10.1427 -15.6479 -6.5820 -0.1787
H -14.7960 -10.5376 -9.9316 0.1394
O -10.9194 -7.9368 -9.6580 -0.2111
O -16.2965 -20.1733 -13.2402 -0.2286
C -12.4199 -16.8455 -17.0832 -0.1876
O -13.7587 -15.5411 -10.5594 0.2522
H -14.6979 -10.3233 -12.6782 0.0985
C -10.9541 -20.9326 -9.8094 -0.1186
C -17.6335 -17.1142 -15.6240 -0.1677
H -10.4592 -10.8164 -10.4437 0.1258
C -15.2262 -21.6763 -11.9019 -0.1694
H -16.4546 -19.8824 -11.2733 0.1313
O -12.7233 -18.1752 -16.7394 -0.1826
O -10.4050 -18.9414 -16.3483 -0.2306
H -14.7080 -18.9216 -8.1518 0.1038
S -14.9130 -7.2524 -11.1232 0.6448
O -19.8177 -10.1607 -12.8681 -0.1844
C -14.7621 -13.4077 -12.8248 -0.3608
H -8.5645 -14.8927 -12.8912 0.1309
O -13.7242 -18.7820 -11.8143 0.1591
O -10.7684 -15.7363 -5.3106 -0.1809
C -14.4622 -18.0050 -6.2527 -0.1786
S -12.3276 -19.2406 -6.0427 0.7046
H -13.0008 -15.9567 -15.1390 0.1205
H -17.6678 -11.3916 -10.7774 0.1281
O -12.4022 -14.9503 -6.8063 -0.1886
H -16.0070 -10.4851 -17.7344 0.1314
O -14.8795 -20.5156 -15.2409 -0.2220
H -11.3156 -20.8607 -8.7866 0.1108
H -10.8776 -14.9146 -10.9081 0.1144
O -12.2577 -19.7077 -4.6843 -0.2214
C -16.4532 -20.7373 -11.9403 -0.1244
C -13.6006 -16.8329 -10.3288 -0.3431
O -15.1826 -8.7800 -16.8809 -0.1708
O -11.7529 -13.1303 -16.5526 -0.2189
O -7.5479 -17.3389 -9.7274 -0.2001
O -9.1194 -15.3389 -10.0780 -0.2047
O -20.4755 -8.1089 -11.6196 -0.2374
H -9.8714 -12.9882 -15.7099 0.1310
H -17.9451 -11.1244 -13.3039 0.1185
S -11.8987 -12.9689 -18.2170 0.7009
H -9.7124 -16.6154 -6.8289 0.1347
S -15.7385 -21.1934 -14.3359 0.6358
H -10.1282 -15.6732 -13.1538 0.1180
S -19.3146 -8.7965 -12.1185 0.6615
C -18.6034 -11.0421 -11.2065 -0.1503
H -11.5103 -16.7797 -17.6830 0.1271
O -12.9869 -12.0520 -18.4519 -0.2219
C -15.7780 -10.0491 -16.7604 -0.1610
H -15.1284 -10.9782 -14.8871 0.1021
S -11.6471 -18.7011 -15.6549 0.6695
O -11.1370 -8.3915 -12.0947 -0.1767
H -16.2458 -9.9163 -12.0476 0.0959
S -11.2134 -23.4001 -10.2996 0.6340
O -13.4247 -7.8702 -15.3486 -0.2190
H -10.8525 -10.5068 -17.1998 0.1209
O -18.3627 -7.9972 -12.8418 -0.2175
O -16.7503 -22.0886 -14.8187 -0.2288
H -19.3118 -12.1550 -12.8471 0.1280
B -13.9231 -15.3573 -12.0056 -0.8571
O -12.7952 -8.5463 -17.6355 -0.2448
H -9.4397 -14.8173 -6.6421 0.1332
O -16.0395 -6.3881 -10.9503 -0.2123
O -18.3897 -16.5008 -14.5885 -0.1846
H -11.5411 -16.2645 -8.1153 0.1039
H -14.4010 -21.1000 -11.4713 0.0687
O -12.5363 -22.5077 -10.4502 -0.2160
H -11.0574 -11.8290 -15.1651 0.1108
C -10.0687 -10.4371 -11.3961 -0.1527
O -12.2097 -19.6600 -14.7603 -0.2144
C -14.6186 -19.2391 -7.1094 -0.2037
O -12.6051 -12.3710 -13.1199 0.1382
H -15.8407 -17.4373 -14.4606 0.1235
O -13.9489 -16.6866 -12.6146 0.2399
O -18.7225 -9.6396 -10.8736 -0.2079
H -13.1891 -16.2355 -17.5491 0.1296
O -9.3013 -6.9311 -11.1922 -0.2169
O -11.8192 -14.1987 -18.9413 -0.2201
O -13.5573 -10.3394 -16.1153 -0.2180
O -15.1247 -14.6278 -12.4544 0.2094
C -12.1138 -16.2150 -15.7207 -0.1472
C -11.2503 -15.3784 -7.5544 -0.1759
H -11.2907 -15.5062 -15.6785 0.1195
H -10.9310 -14.5994 -8.2458 0.1208
```

Summary:
**Energy relative to the best compared isomer or geometry (same formula, charge and spin)**: 0.135 eV
**Gap between HOMO and LUMO**: 10.38 eV
**HOMO energy**: -0.344 Eh
**Total energy**: -275170.0185 eV
**Total charge**: -1



[5]
C24H18N3O2SrTe | wB97M-V/def2-TZVPD

```
49
Properties=species:S:1:pos:R:3:lowdin_charge:R:1
H 2.2460 1.5418 0.6304 0.0888
H 2.0061 4.4965 4.6164 0.1133
C 1.5868 3.6350 4.1145 -0.0617
C 3.7518 -1.9671 0.0999 -0.0687
N 0.3869 -0.6639 -2.5302 -0.0758
H -3.4170 2.2841 0.8483 0.1123
H -6.0080 -1.5628 -0.6429 0.1293
H 2.0142 0.6043 -2.4974 0.1093
H 4.4740 1.3064 -0.3767 0.1135
C 2.4815 -1.1987 -3.5521 -0.0369
H 5.4542 -0.9439 -0.7102 0.1121
C 2.4919 -1.8405 0.6709 -0.1336
C -1.5522 -2.2330 -2.6765 -0.4533
Sr -1.1794 0.4283 -1.0754 1.3499
C -6.0585 0.2037 0.6047 -0.0157
N -3.4468 0.5538 -0.2759 -0.0852
C 1.9700 -2.4089 -3.9998 -0.0165
C 1.6526 -0.3574 -2.8385 -0.1354
O -1.9661 -3.2382 -3.2038 0.1209
C 0.5796 1.4214 2.7815 -0.5337
H 0.8282 4.7811 2.4697 0.1114
C 2.6515 0.5529 0.4534 -0.1503
C 1.1848 1.2668 4.0239 -0.1310
C 4.4655 -0.8412 -0.2824 -0.0739
O -4.3014 -2.3584 -2.1082 0.1227
H -0.0746 2.8242 1.2809 0.0834
H 1.9588 -2.7246 0.9976 0.1025
N -2.2078 -1.3832 -1.8172 -0.1250
C 0.9424 3.7929 2.8961 -0.0727
H 2.1598 2.2551 5.6538 0.1146
C 0.6548 -2.7229 -3.7104 0.0250
H -7.0771 0.0663 0.9408 0.1217
C -4.0226 1.4319 0.5552 -0.1324
C -3.5621 -1.5352 -1.6230 -0.4522
C 1.6899 2.3753 4.6868 -0.0606
C -5.3126 1.2971 1.0267 -0.0357
H 1.2574 0.2807 4.4635 0.0984
C 1.9401 -0.5781 0.8397 -0.5250
H 0.1906 -3.6373 -4.0492 0.1281
C -5.4765 -0.7017 -0.2640 0.0259
H -5.7235 2.0275 1.7088 0.1156
C 0.4363 2.6880 2.2276 -0.1639
Te 0.0107 -0.3522 1.7383 1.3448
C -4.1650 -0.5055 -0.6754 -0.1885
C 3.9167 0.4205 -0.0991 -0.0787
H 4.1865 -2.9506 -0.0213 0.1138
C -0.1071 -1.8329 -2.9634 -0.1880
H 3.5012 -0.9098 -3.7641 0.1162
H 2.5877 -3.0876 -4.5725 0.1210
```

Summary:
**Gap between HOMO and LUMO**: 8.50 eV
**HOMO energy**: -0.430 Eh
**Total energy**: -41870.3877 eV
**Total charge**: +1



- Among the records above, which one has the highest total energy?
  C3H11NS2